Record 1
Formula: C2H10N2O
Source: the OMol25 dataset
Level of theory: wB97M-V/def2-TZVPD

Element x y z (Å)
C  -1.23798  -0.26714  -1.88370
O  -0.42330  0.87765  -1.73402
H  -0.90719  -0.89552  -2.71294
H  -2.29625  -0.05301  -2.04917
H  -1.20879  -0.84456  -0.96442
H  -0.76153  1.59008  -2.28387
N  -0.57639  0.24875  1.45883
C  0.47585  -0.76671  1.33498
N  1.84255  -0.28541  1.04726
H  -0.51852  0.82059  0.61186
H  -0.21531  0.90498  2.15519
H  0.21295  -1.48629  0.56339
H  0.52641  -1.31786  2.27148
H  2.32598  -0.06710  1.90698
H  1.80877  0.52943  0.44849

SMILES string: NCN.CO
Total energy, Eh: -266.91830
HOMO-LUMO gap, eV: 9.74
Charge: 0
Highest occupied orbital energy, hartree: -0.32725
Relative energy (zero: lowest compared OMol25 entry of this formula, charge and spin), kcal per mole: 16.3
M, g mol⁻¹: 78.1
LUMO energy, Ha: 0.031



Record 2
Formula: C11H18ClN2O6S2
Source: the OMol25 dataset
Level of theory: wB97M-V/def2-TZVPD

Element x y z (Å)
N  6.61165  -1.51539  1.40696
C  6.15332  -0.28016  1.40780
O  5.29524  0.87215  1.84190
N  4.55626  1.16225  0.75139
C  3.07473  0.93090  1.00132
C  2.70660  -0.66751  1.30548
O  2.13193  -0.99318  2.49245
Cl  3.01000  -2.04620  0.08189
H  2.62645  1.56933  1.87860
H  2.52511  1.18409  -0.02649
C  -0.50393  -2.11020  -3.76246
C  -1.84438  -1.73853  -3.13027
C  -1.57221  -0.66969  -2.07311
S  -0.10619  0.20009  -2.60783
O  0.95315  -0.05289  -1.65392
O  -0.47148  1.53939  -3.02409
C  0.19236  -0.79033  -4.05888
H  -0.63441  -2.70824  -4.66908
H  0.09005  -2.69695  -3.05159
H  -2.51134  -1.33361  -3.90106
H  -2.34059  -2.61004  -2.69194
H  -2.40318  0.03546  -1.99078
H  -1.36425  -1.11616  -1.09685
H  1.26581  -0.89833  -4.22330
H  -0.27050  -0.28356  -4.91093
C  -1.63422  0.45492  3.47428
C  -0.65371  1.38146  2.75683
C  -1.00327  1.35625  1.26981
S  -2.74975  0.99275  1.17316
O  -2.91694  -0.30053  0.54418
O  -3.45814  2.17304  0.71980
C  -3.00946  0.80573  2.92622
H  -1.59051  0.57976  4.56016
H  -1.39279  -0.58941  3.24288
H  -0.76523  2.40127  3.14476
H  0.38482  1.07882  2.92346
H  -0.80599  2.32011  0.79380
H  -0.46262  0.56386  0.74495
H  -3.75646  0.03236  3.11297
H  -3.35589  1.76692  3.31756

Total energy, Eh: -2247.24643
HOMO-LUMO gap, eV: 5.48
Charge: -1
Highest occupied orbital energy, hartree: -0.11425
M, g mol⁻¹: 373.9
LUMO energy, Ha: 0.087



Record 3
Formula: C23H47FINO6
Source: the OMol25 dataset
Level of theory: wB97M-V/def2-TZVPD

Element x y z (Å)
C  -4.14416  -0.82241  -3.52608
C  -4.85757  -0.21851  -2.26529
O  -4.27320  1.02732  -1.88692
C  -4.32215  1.17510  -0.46518
C  -3.96996  2.63595  -0.03295
C  -2.41043  2.88582  0.06373
O  -1.88801  2.43969  -1.18327
C  -0.48245  2.35307  -1.23268
I  0.51314  4.27557  -0.78884
C  -0.12502  2.03579  -2.75932
C  -1.44458  1.79417  -3.60042
O  -0.99534  1.31073  -4.88225
C  -1.56456  2.09006  -5.93593
O  0.64861  0.86628  -2.90346
C  1.93371  0.98873  -2.27968
C  2.08471  -0.21625  -1.27848
C  3.02807  0.06824  -0.06182
C  2.80169  -1.09676  0.99997
C  2.98364  -2.52661  0.38014
C  1.65574  -3.25221  -0.03769
N  0.46871  -2.91772  0.79433
C  -1.88805  2.10328  1.32773
C  -1.00734  3.02116  2.26580
F  -2.94420  1.65340  2.16241
H  -4.08769  -0.09447  -4.36190
H  -3.11929  -1.18965  -3.29750
H  -4.73807  -1.69780  -3.88044
H  -5.91698  -0.00567  -2.55782
H  -4.85746  -0.94953  -1.42182
H  -3.62423  0.45997  0.04384
H  -5.34684  0.94681  -0.08848
H  -4.30533  3.28993  -0.88205
H  -4.51786  2.99149  0.85922
H  -2.29587  3.97308  0.26104
H  -0.04430  1.55437  -0.59857
H  0.34285  2.94003  -3.22411
H  -2.04951  0.96307  -3.16706
H  -2.05529  2.71559  -3.69456
H  -2.68250  2.01786  -5.86967
H  -1.23689  1.62749  -6.89599
H  -1.21485  3.14672  -5.84347
H  2.69847  0.84471  -3.08598
H  2.13000  1.98353  -1.82402
H  2.38040  -1.10070  -1.87995
H  1.05873  -0.39801  -0.86388
H  4.09685  0.18336  -0.33638
H  2.67638  0.99670  0.45164
H  3.61589  -0.96189  1.75933
H  1.84861  -0.94125  1.54611
H  3.57247  -2.38782  -0.56328
H  3.59013  -3.21319  1.00983
H  1.41719  -2.90145  -1.08122
H  1.74891  -4.35860  -0.11975
H  0.21786  -1.93658  0.66213
H  -0.30445  -3.41102  0.34078
H  -1.32077  1.17648  1.07494
H  0.06622  2.92640  2.02909
H  -1.23001  2.74195  3.32270
H  -1.32396  4.08980  2.17737
C  3.79157  3.08635  3.80729
C  2.44264  3.71414  4.03922
O  1.63885  3.83009  3.13969
C  2.13140  4.19191  5.43260
H  3.87757  2.79029  2.76199
H  4.58055  3.80536  4.03465
H  3.90216  2.19940  4.43382
H  2.84741  4.95948  5.73153
H  2.16889  3.35355  6.13041
H  1.12961  4.62014  5.45249
C  2.16998  -8.59928  2.39979
C  2.16919  -7.13086  2.06319
O  3.19058  -6.55388  1.76141
C  0.84887  -6.40872  2.11637
H  3.18491  -8.98775  2.32062
H  1.81609  -8.74701  3.42165
H  1.53080  -9.14163  1.70080
H  0.43776  -6.45912  3.12619
H  0.15295  -6.85550  1.40328
H  0.99840  -5.36254  1.84903

SMILES string: CCOCC[C@H](O[C@H](I)[C@H](COC)OCCCCCCN)[C@@H](C)F.CC(C)=O.CC(C)=O
Total energy, Eh: -1808.18057
HOMO-LUMO gap, eV: 9.45
Charge: 0
Highest occupied orbital energy, hartree: -0.33058
Relative energy (zero: lowest compared OMol25 entry of this formula, charge and spin), kcal per mole: 30.2
M, g mol⁻¹: 579.5
LUMO energy, Ha: 0.017



Which of these has the highest M? C23H47FINO6